1.
ORCA calculation (ωB97M-V with the def2-TZVPD basis set) on a cluster of 12 separate species, C71H179N16O23P5 in total at a distorted geometry.

XYZ file:
```
294
Properties=species:S:1:pos:R:3
C 1.84 -8.87 3.50
N 1.87 -7.44 3.33
C 2.53 -6.86 2.15
P 1.06 -6.47 4.42
O -0.24 -7.03 4.83
N 2.08 -6.44 5.66
C 1.52 -6.26 7.02
C 3.54 -6.31 5.69
N 1.08 -4.95 3.69
C 0.85 -3.89 4.67
C 0.47 -4.75 2.40
H 1.15 -9.18 2.71
H 1.49 -9.22 4.47
H 2.84 -9.33 3.45
H 3.59 -6.71 2.29
H 2.11 -5.89 1.90
H 2.28 -7.41 1.23
H 1.83 -7.09 7.64
H 2.00 -5.40 7.50
H 0.44 -6.21 7.04
H 3.84 -6.54 6.72
H 4.05 -6.95 4.98
H 3.81 -5.23 5.50
H 1.16 -2.91 4.39
H -0.24 -3.84 4.91
H 1.46 -4.07 5.55
H 1.21 -4.25 1.83
H -0.47 -4.22 2.47
H 0.21 -5.72 1.93
C 7.76 0.46 2.67
N 6.50 -0.09 3.07
C 5.36 0.73 2.75
P 6.31 -1.79 2.96
O 7.68 -2.30 3.10
N 5.32 -2.26 4.25
C 5.97 -2.30 5.57
C 3.98 -1.70 4.23
N 5.37 -2.16 1.68
C 4.62 -3.42 1.54
C 5.93 -1.85 0.36
H 7.87 0.60 1.58
H 8.59 -0.14 3.04
H 7.81 1.50 3.03
H 4.43 0.32 3.02
H 5.30 0.89 1.66
H 5.56 1.72 3.18
H 5.56 -3.07 6.19
H 7.04 -2.53 5.42
H 5.80 -1.40 6.13
H 3.97 -0.74 4.74
H 3.62 -1.55 3.19
H 3.28 -2.37 4.75
H 3.72 -3.19 0.97
H 5.23 -4.09 0.94
H 4.42 -3.74 2.55
H 6.15 -0.82 0.23
H 5.20 -2.24 -0.44
H 6.90 -2.38 0.25
C 2.45 2.96 1.48
N 3.63 3.76 1.82
C 3.86 4.21 3.16
P 4.35 4.65 0.63
O 5.28 5.58 1.26
N 5.08 3.69 -0.47
C 4.42 2.63 -1.19
C 6.39 3.21 0.06
N 3.15 5.28 -0.28
C 3.21 5.45 -1.71
C 2.23 6.26 0.42
H 1.53 3.60 1.41
H 2.30 2.14 2.23
H 2.62 2.49 0.54
H 3.19 5.02 3.50
H 4.87 4.61 3.26
H 3.68 3.40 3.90
H 4.26 1.70 -0.58
H 3.43 2.93 -1.55
H 5.03 2.29 -2.02
H 7.04 4.09 0.11
H 6.30 2.75 1.08
H 6.82 2.57 -0.71
H 2.43 4.93 -2.26
H 3.05 6.52 -1.89
H 4.13 5.13 -2.15
H 2.11 6.02 1.44
H 1.27 6.17 -0.02
H 2.67 7.28 0.34
C 2.13 1.98 6.12
N 1.15 0.94 6.03
C 0.94 0.47 4.69
P 0.85 -0.20 7.26
O -0.18 -1.19 6.84
N 2.18 -1.06 7.72
C 2.08 -2.44 7.97
C 3.42 -0.54 8.22
N 0.55 0.74 8.55
C -0.27 1.95 8.46
C 0.69 0.25 9.91
H 1.71 2.88 5.72
H 3.16 1.76 5.77
H 2.16 2.26 7.16
H 0.03 -0.09 4.55
H 1.70 -0.22 4.26
H 0.89 1.35 4.08
H 2.84 -2.94 7.38
H 2.29 -2.73 9.01
H 1.10 -2.79 7.64
H 3.47 0.54 8.25
H 3.62 -0.96 9.21
H 4.23 -0.91 7.60
H 0.07 2.77 9.09
H -0.42 2.39 7.50
H -1.30 1.67 8.78
H 1.02 1.08 10.52
H 1.39 -0.57 9.97
H -0.27 -0.02 10.37
C -2.79 1.02 -6.40
N -1.84 -0.03 -6.01
C -1.80 -0.36 -4.58
P -1.02 -1.08 -7.08
O -1.06 -0.54 -8.43
N 0.37 -1.37 -6.31
C 1.20 -2.45 -6.78
C 1.05 -0.34 -5.49
N -1.68 -2.65 -7.14
C -1.68 -3.53 -5.90
C -2.78 -2.96 -8.05
H -3.73 0.62 -6.83
H -2.37 1.58 -7.22
H -2.90 1.76 -5.60
H -1.75 0.62 -4.09
H -0.80 -0.71 -4.23
H -2.67 -0.97 -4.27
H 0.66 -3.14 -7.42
H 2.01 -2.15 -7.39
H 1.63 -2.95 -5.87
H 0.50 0.58 -5.48
H 1.21 -0.83 -4.56
H 2.00 -0.12 -6.02
H -1.54 -2.88 -5.02
H -2.66 -3.94 -5.75
H -0.92 -4.33 -5.87
H -3.07 -2.14 -8.69
H -3.63 -3.33 -7.52
H -2.47 -3.71 -8.78
C -4.25 5.27 -0.35
O -3.64 4.08 0.21
C -4.27 3.81 1.53
C -3.78 2.56 2.22
O -2.44 2.59 2.50
C -2.11 3.45 3.59
C -0.59 3.39 3.84
O 0.02 4.66 3.90
C -0.37 5.41 5.03
H -4.02 6.20 0.11
H -5.31 5.16 -0.20
H -4.10 5.30 -1.40
H -5.36 3.78 1.45
H -4.12 4.72 2.15
H -3.96 1.69 1.54
H -4.37 2.30 3.15
H -2.81 3.26 4.41
H -2.28 4.50 3.33
H -0.16 2.82 3.04
H -0.46 2.77 4.79
H -0.09 4.80 5.95
H -1.36 5.69 5.11
H 0.21 6.35 5.05
C -9.55 6.91 -6.84
O -9.52 7.71 -5.68
C -8.48 8.69 -5.64
C -7.07 8.28 -6.03
O -6.63 7.10 -5.45
C -6.61 7.06 -4.02
C -6.11 5.71 -3.56
O -4.80 5.34 -3.97
C -4.71 4.95 -5.33
H -9.95 7.43 -7.70
H -10.27 6.17 -6.65
H -8.56 6.48 -7.04
H -8.51 9.07 -4.59
H -8.65 9.52 -6.31
H -6.49 9.15 -5.78
H -7.06 8.18 -7.10
H -7.57 7.34 -3.55
H -5.93 7.87 -3.68
H -6.80 4.95 -3.97
H -6.06 5.66 -2.50
H -5.60 4.50 -5.75
H -3.91 4.16 -5.45
H -4.42 5.79 -5.97
C -3.45 -2.46 -0.45
O -2.43 -2.31 0.58
C -2.93 -1.82 1.75
C -3.79 -2.79 2.59
O -4.93 -3.14 1.87
C -5.32 -4.48 2.11
C -6.26 -4.95 1.01
O -5.44 -5.22 -0.11
C -6.21 -5.53 -1.25
H -4.38 -2.17 0.00
H -3.52 -3.55 -0.71
H -3.22 -1.87 -1.31
H -3.52 -0.90 1.65
H -2.10 -1.51 2.42
H -4.08 -2.24 3.55
H -3.18 -3.65 2.88
H -5.74 -4.55 3.10
H -4.45 -5.15 2.06
H -7.06 -4.24 0.80
H -6.80 -5.84 1.35
H -6.74 -6.49 -1.16
H -5.53 -5.61 -2.10
H -6.85 -4.67 -1.43
C 0.02 -2.16 -2.57
O 0.88 -2.79 -1.70
C 0.69 -4.16 -1.67
C -0.40 -4.65 -0.78
O -0.34 -6.05 -0.75
C -1.63 -6.67 -0.88
C -2.43 -6.51 0.45
O -1.93 -7.39 1.48
C -2.57 -6.96 2.71
H -1.03 -2.21 -2.29
H 0.12 -2.64 -3.59
H 0.30 -1.09 -2.58
H 1.64 -4.64 -1.32
H 0.47 -4.55 -2.66
H -1.37 -4.38 -1.25
H -0.38 -4.18 0.21
H -1.43 -7.80 -1.07
H -2.21 -6.28 -1.72
H -3.48 -6.79 0.20
H -2.52 -5.47 0.81
H -2.38 -5.88 2.88
H -2.10 -7.50 3.52
H -3.64 -7.13 2.63
C 2.33 -0.56 -9.58
O 3.07 -0.49 -8.34
C 3.96 0.59 -8.49
C 4.91 0.57 -7.30
O 5.43 1.91 -7.20
C 5.55 2.26 -5.85
C 4.30 2.96 -5.36
O 3.26 2.02 -5.04
C 2.11 2.73 -4.52
H 1.56 -1.30 -9.56
H 2.97 -0.68 -10.47
H 1.84 0.42 -9.65
H 3.43 1.53 -8.40
H 4.51 0.47 -9.42
H 5.70 -0.19 -7.43
H 4.30 0.29 -6.42
H 6.40 2.96 -5.79
H 5.95 1.44 -5.18
H 4.05 3.79 -6.06
H 4.61 3.50 -4.39
H 2.51 3.45 -3.81
H 1.54 1.98 -3.96
H 1.48 3.19 -5.33
C -1.73 4.31 -2.64
O -1.41 2.95 -2.96
C -0.51 2.34 -2.07
C -0.97 1.79 -0.75
O 0.04 0.93 -0.26
C -0.20 0.40 1.10
C 0.51 -0.89 1.20
O 1.93 -0.71 1.45
C 2.70 -0.55 0.24
H -1.17 5.10 -3.18
H -1.63 4.48 -1.59
H -2.78 4.36 -2.93
H 0.37 3.04 -1.94
H -0.09 1.53 -2.67
H -1.93 1.26 -0.85
H -1.20 2.57 0.00
H -1.28 0.35 1.19
H 0.12 1.08 1.89
H 0.36 -1.51 0.31
H 0.20 -1.53 2.01
H 2.33 0.34 -0.27
H 2.63 -1.46 -0.39
H 3.75 -0.31 0.52
C -4.84 1.91 -2.15
C -6.05 1.76 -1.63
C -7.15 1.60 -2.49
N -7.05 1.66 -3.78
C -5.85 1.86 -4.32
C -4.72 1.90 -3.56
H -3.91 2.04 -1.61
H -6.11 1.64 -0.55
H -8.16 1.44 -2.11
H -5.83 1.82 -5.40
H -3.77 2.05 -4.04
```

HOMO-LUMO gap = 8.49 eV
SMILES = CN(C)P(=O)(N(C)C)N(C)C.CN(C)P(=O)(N(C)C)N(C)C.CN(C)P(=O)(N(C)C)N(C)C.CN(C)P(=O)(N(C)C)N(C)C.CN(C)P(=O)(N(C)C)N(C)C.COCCOCCOC.COCCOCCOC.COCCOCCOC.COCCOCCOC.COCCOCCOC.COCCOCCOC.c1ccncc1
molar mass = 1780.172 Da
HOMO energy = -0.303 hartree

***

2.
ORCA calculation (ωB97M-V with the def2-TZVPD basis set) on a structure of composition C16H30O2 at a distorted geometry.

XYZ file:
```
48
Properties=species:S:1:pos:R:3
C 2.83 -2.86 0.69
C 2.44 -3.32 -0.61
C 1.49 -2.29 -1.43
C 1.20 -2.96 -2.83
C 0.47 -2.03 -3.62
H 0.53 -1.13 -3.38
C -1.26 -2.51 -3.30
C -1.59 -2.04 -2.02
C -1.95 -0.93 -1.46
C -2.01 0.39 -1.97
H -1.53 0.45 -3.00
C -1.68 1.53 -1.21
C -0.03 1.37 -0.50
C 0.03 2.43 0.52
C -0.46 2.20 1.80
C -0.20 3.02 2.94
C -0.74 2.79 4.39
C -0.46 3.84 5.30
O -1.14 5.08 5.51
O 0.62 3.60 5.86
H 1.03 4.41 6.38
H -2.08 2.75 4.08
H -0.64 1.91 4.61
H 0.79 3.01 3.08
H -0.40 4.38 2.39
H -0.31 1.21 2.26
H -1.49 2.10 1.84
H 1.10 2.51 0.61
H -0.19 3.26 0.18
H 0.42 1.45 -1.32
H -0.14 0.45 -0.21
H -1.71 2.51 -1.59
H -2.41 1.47 -0.17
H -2.95 0.50 -2.36
H -2.24 -1.02 -0.31
H -1.84 -2.92 -1.38
H -1.73 -1.48 -4.06
H -1.69 -3.46 -3.56
H 0.35 -2.20 -4.74
H 1.92 -3.24 -3.55
H 0.63 -4.05 -2.58
H 0.46 -2.44 -0.94
H 2.11 -1.61 -1.67
H 1.98 -4.46 -0.51
H 3.32 -3.66 -1.46
H 3.55 -3.47 1.29
H 2.07 -2.62 1.36
H 3.54 -1.93 0.64
```

relative energy (zero: lowest compared OMol25 entry of this formula, charge and spin) = 384.83 kcal/mol
HOMO-LUMO gap = 8.69 eV
molar mass = 254.414 Da
HOMO energy = -0.300 hartree